A) Formula: C10H22CuN2O8
Source: the Open Molecules 2025 dataset
Level of theory: the ωB97M-V functional and the def2-TZVPD basis

Computed properties:
Orbital gap (spin up / spin down) in eV: 2.553 / 2.546
HOMO level (spin up / spin down) in eV: 1.6 / 1.6
Lowest unoccupied orbital energy (spin up / spin down) in eV: 4.173 / 4.174
Total charge: -2
Spin multiplicity: 2

Each line ends with the Mulliken spin population.
CARTESIAN COORDINATES (ANGSTROEM)
Cu -0.354 -1.521 0.528  0.0156
C -0.497 -3.647 2.781  -0.0680
O -0.785 -2.383 2.603  0.3880
O -1.651 -4.204 2.804  0.5426
O 0.076 -3.763 3.926  0.1277
C -0.990 -3.850 -0.603  -0.0068
O -1.849 -3.005 -0.142  0.0034
O -1.325 -5.087 -0.503  0.0003
O 0.207 -3.429 -0.402  0.0030
C 3.079 1.252 1.927  -0.0006
C 1.753 0.845 1.256  0.0024
C 1.524 1.544 -0.083  -0.0005
O 1.716 2.981 -0.095  0.0003
C 1.944 3.540 -1.362  -0.0002
N 1.679 -0.614 1.169  0.0027
H 3.274 0.871 2.931  0.0002
H 3.141 2.341 1.998  0.0000
H 3.884 0.839 1.312  -0.0003
H 0.941 1.193 1.900  -0.0005
H 0.523 1.429 -0.498  -0.0007
H 2.183 1.066 -0.820  0.0001
H 1.931 4.626 -1.295  0.0000
H 1.310 3.159 -2.169  0.0000
H 2.940 3.187 -1.662  0.0000
H 2.286 -0.974 0.441  -0.0010
H 2.048 -0.888 2.072  -0.0023
C -3.422 1.415 -0.349  -0.0003
C -2.459 0.187 -0.360  0.0009
C -1.619 0.092 -1.683  -0.0015
O -0.449 -0.710 -1.506  -0.0036
C 0.277 -0.935 -2.727  -0.0007
N -1.634 0.390 0.826  -0.0010
H -4.004 1.413 -1.275  0.0001
H -2.917 2.383 -0.286  0.0000
H -4.037 1.356 0.549  0.0001
H -3.150 -0.649 -0.267  -0.0003
H -1.162 1.040 -2.006  -0.0006
H -2.186 -0.318 -2.522  0.0004
H -0.341 -0.802 -3.614  0.0000
H 0.654 -1.956 -2.633  0.0001
H 1.150 -0.282 -2.627  -0.0001
H -1.436 1.393 0.838  0.0000
H -2.254 0.472 1.630  0.0008

=====

B) Formula: C10H22CuN2O8
Source: the Open Molecules 2025 dataset
Level of theory: the ωB97M-V functional and the def2-TZVPD basis

Computed properties:
Orbital gap (spin up / spin down) in eV: 2.661 / 2.646
HOMO level (spin up / spin down) in eV: 1.4 / 1.4
Lowest unoccupied orbital energy (spin up / spin down) in eV: 4.052 / 4.052
Total charge: -2
Spin multiplicity: 2

Each line ends with the Mulliken spin population.
CARTESIAN COORDINATES (ANGSTROEM)
Cu 0.680 -1.301 -0.328  -0.0025
C -0.394 -5.619 3.167  0.0016
O 0.104 -5.030 2.236  -0.0151
O 0.057 -5.364 4.265  0.0132
O 0.294 -6.598 2.978  0.0034
C 2.973 -4.518 -3.197  0.0044
O 3.455 -5.615 -3.087  -0.1562
O 1.809 -4.676 -2.857  0.5373
O 3.138 -4.050 -2.040  0.6151
C -0.955 2.655 -4.667  0.0001
C -0.953 1.664 -3.539  -0.0012
C -2.090 0.633 -3.616  0.0004
O -2.148 -0.040 -2.374  0.0006
C -3.138 -1.008 -2.389  -0.0005
N 0.296 0.915 -3.399  0.0002
H -1.805 3.329 -4.777  0.0001
H -0.723 2.184 -5.622  0.0000
H -0.095 3.265 -4.392  0.0000
H -1.099 2.160 -2.580  -0.0003
H -1.914 -0.113 -4.391  0.0000
H -2.973 1.204 -3.906  0.0000
H -4.032 -0.468 -2.699  0.0001
H -3.247 -1.341 -1.356  0.0001
H -2.968 -1.857 -3.050  0.0000
H 0.904 1.714 -3.291  0.0001
H 0.628 0.592 -4.296  -0.0001
C 2.684 2.038 4.405  -0.0001
C 1.736 1.187 3.518  0.0003
C 0.372 1.815 3.532  -0.0008
O -0.598 1.051 2.809  0.0002
C -1.997 1.363 3.114  -0.0003
N 2.331 1.128 2.226  -0.0010
H 2.882 3.067 4.102  0.0000
H 3.687 1.634 4.264  0.0000
H 2.576 2.177 5.480  0.0000
H 1.555 0.164 3.849  0.0005
H 0.353 2.843 3.172  0.0001
H -0.073 1.943 4.519  -0.0001
H -2.277 2.375 2.821  0.0001
H -2.186 1.229 4.179  0.0000
H -2.683 0.690 2.600  0.0000
H 3.105 0.524 2.463  0.0001
H 2.727 2.054 2.152  0.0003

=====

A) is favored, and the nearest alternative lies 0.5574 hartree above it.

=====

A) Formula: C7H9NO4
Source: the Open Molecules 2025 dataset
Level of theory: the ωB97M-V functional and the def2-TZVPD basis

Computed properties:
Orbital gap (spin up / spin down) in eV: 8.420 / 8.419
HOMO level (spin up / spin down) in eV: -9.6 / -9.6
Lowest unoccupied orbital energy (spin up / spin down) in eV: -1.203 / -1.200

Each line ends with the Mulliken charge.
CARTESIAN COORDINATES (ANGSTROEM)
C -2.147 -0.371 0.374  0.5409
C 0.373 1.089 0.939  0.6008
C 0.959 -0.797 -0.623  0.9977
C -1.436 0.414 -0.623  -1.2038
C -0.028 0.122 -0.137  0.9254
C 1.772 1.633 0.800  -1.4198
C 0.802 -1.340 -1.987  -1.2135
N -1.149 -1.188 0.946  -0.1042
O -3.310 -0.334 0.807  -0.6034
O -0.466 1.484 1.735  -0.6330
O 1.954 -1.013 0.041  -0.6019
O -1.074 -1.169 2.289  -0.3360
H -1.646 -0.088 -1.562  0.2242
H -1.891 1.348 -0.798  0.4139
H 2.513 0.773 0.777  0.3627
H 2.022 2.389 1.502  0.3906
H 1.858 1.895 -0.272  0.3600
H -0.050 -0.849 -2.471  0.3113
H 0.617 -2.524 -1.988  0.2628
H 1.702 -1.191 -2.539  0.3501
H -1.373 -0.283 2.790  0.3752

=====

B) Formula: C7H9NO4
Source: the Open Molecules 2025 dataset
Level of theory: the ωB97M-V functional and the def2-TZVPD basis

Computed properties:
Orbital gap in eV: 8.791
HOMO level in eV: -9.4
Lowest unoccupied orbital energy in eV: -0.609
SMILES: C=C(C(C)=O)C(C)=O.O=C=NO

Each line ends with the Mulliken charge.
CARTESIAN COORDINATES (ANGSTROEM)
C 0.060 -0.917 1.983  -1.1327
C 0.584 -0.337 0.881  0.7212
C 0.684 -1.061 -0.441  0.8690
C -0.044 -2.388 -0.351  -1.3852
O 1.175 -0.695 -1.466  -0.5459
C 0.803 1.138 0.826  0.6158
C 2.076 1.632 0.209  -1.1113
O -0.064 1.880 1.274  -0.6893
H -0.220 -0.361 2.821  0.3682
H 0.006 -2.025 2.153  0.2106
H 0.026 -2.957 -1.299  0.3212
H -1.146 -2.069 -0.386  0.3276
H 0.215 -2.903 0.463  0.4736
H 2.229 2.676 0.540  0.3836
H 1.852 1.647 -0.896  0.2643
H 2.960 0.929 0.397  0.2960
O -2.982 -0.202 -2.982  -0.4428
C -2.668 0.543 -2.140  0.5171
N -1.990 1.237 -1.436  -0.1953
O -2.230 2.059 -0.358  -0.3313
H -1.326 2.172 0.209  0.4658

=====

B) is favored, and the nearest alternative lies 0.0208 hartree above it.

=====

A) Formula: C19H17NO3
Source: the Open Molecules 2025 dataset
Level of theory: the ωB97M-V functional and the def2-TZVPD basis

Computed properties:
Orbital gap in eV: 9.136
HOMO level in eV: -8.8
Lowest unoccupied orbital energy in eV: 0.371
SMILES: O=C(O)c1ccccc1C(=O)N1CC=C(c2ccccc2)CC1

Each line ends with the Mulliken charge.
CARTESIAN COORDINATES (ANGSTROEM)
O -5.085 -1.201 -1.119  -0.6144
C -3.959 -0.956 -0.769  0.4218
O -2.966 -1.852 -0.887  -0.3789
C -3.522 0.344 -0.210  0.8411
C -4.338 1.453 -0.431  -0.6459
C -3.984 2.691 0.065  -0.5008
C -2.817 2.830 0.800  -0.6919
C -2.009 1.731 1.037  -0.3412
C -2.345 0.482 0.530  -0.0385
C -1.507 -0.702 0.925  0.4345
O -1.804 -1.374 1.896  -0.6972
N -0.402 -0.918 0.189  0.2104
C 0.514 -1.974 0.555  -0.9918
C 1.939 -1.533 0.445  -0.6638
C 2.324 -0.380 -0.100  0.7066
C 3.745 0.006 -0.150  0.1148
C 4.317 0.538 -1.302  -0.2453
C 5.656 0.883 -1.331  -0.6838
C 6.446 0.708 -0.208  -0.4013
C 5.889 0.180 0.945  -0.5447
C 4.552 -0.169 0.973  -0.5266
C 1.306 0.578 -0.659  -0.6272
C 0.001 -0.159 -0.966  -1.0186
H -3.325 -2.695 -1.205  0.3357
H -5.246 1.314 -0.997  0.4772
H -4.618 3.547 -0.112  0.4119
H -2.539 3.795 1.198  0.4012
H -1.112 1.835 1.630  0.5198
H 0.350 -2.854 -0.086  0.2893
H 0.280 -2.270 1.583  0.4981
H 2.668 -2.236 0.820  0.5096
H 3.721 0.662 -2.195  0.3683
H 6.085 1.288 -2.236  0.3793
H 7.491 0.981 -0.231  0.3770
H 6.499 0.042 1.826  0.3796
H 4.117 -0.568 1.877  0.4620
H 1.119 1.366 0.077  0.1790
H 1.681 1.060 -1.562  0.4618
H 0.162 -0.853 -1.800  0.4172
H -0.788 0.542 -1.243  0.4158

=====

B) Formula: C19H17NO3
Source: the Open Molecules 2025 dataset
Level of theory: the ωB97M-V functional and the def2-TZVPD basis

Computed properties:
Orbital gap in eV: 8.623
HOMO level in eV: -8.0
Lowest unoccupied orbital energy in eV: 0.634
SMILES: COc1ccc(C(=O)Nc2ccc3ccccc3c2)c(OC)c1

Each line ends with the Mulliken charge.
CARTESIAN COORDINATES (ANGSTROEM)
C 5.855 3.403 1.825  -0.8158
O 4.520 3.393 2.273  -0.4468
C 3.662 2.493 1.731  0.9154
C 2.354 2.511 2.231  -0.9803
C 1.429 1.627 1.737  -0.5188
C 1.742 0.690 0.744  0.0867
C 0.657 -0.281 0.402  0.3110
O 0.760 -1.483 0.538  -0.6210
N -0.478 0.355 -0.017  -0.0776
C -1.722 -0.190 -0.351  0.6225
C -2.733 0.717 -0.739  -0.7493
C -3.973 0.271 -1.085  -1.1397
C -4.279 -1.106 -1.066  0.8481
C -5.550 -1.601 -1.418  -0.6003
C -5.809 -2.943 -1.388  -0.5178
C -4.807 -3.848 -1.003  -0.4738
C -3.564 -3.399 -0.655  -0.9083
C -3.265 -2.020 -0.676  0.3676
C -1.990 -1.537 -0.322  -0.2061
C 3.043 0.683 0.232  -0.0673
O 3.538 -0.073 -0.776  -0.5080
C 2.727 -0.968 -1.501  -0.7895
C 3.984 1.591 0.735  -0.0574
H 5.919 3.649 0.760  0.3252
H 6.346 2.442 2.006  0.3359
H 6.354 4.179 2.405  0.2346
H 2.102 3.217 3.005  0.4419
H 0.431 1.626 2.150  0.5000
H -0.426 1.363 -0.082  0.2498
H -2.508 1.776 -0.756  0.3578
H -4.742 0.971 -1.380  0.3678
H -6.317 -0.899 -1.714  0.3708
H -6.785 -3.317 -1.659  0.3824
H -5.029 -4.905 -0.984  0.3845
H -2.790 -4.091 -0.358  0.4113
H -1.225 -2.236 -0.026  0.5659
H 1.836 -0.470 -1.896  0.3241
H 3.347 -1.310 -2.329  0.2815
H 2.418 -1.821 -0.893  0.3087
H 4.969 1.543 0.301  0.4842

=====

A) is favored, and the nearest alternative lies 0.0286 hartree above it.

=====

A) Formula: CH12O4
Source: the Open Molecules 2025 dataset
Level of theory: the ωB97M-V functional and the def2-TZVPD basis

Computed properties:
Orbital gap in eV: 11.874
HOMO level in eV: -11.3
Lowest unoccupied orbital energy in eV: 0.622
SMILES: C.O.O.O.O

Each line ends with the Mulliken charge.
CARTESIAN COORDINATES (ANGSTROEM)
C 2.735 -0.973 1.167  -0.7956
H 3.196 -0.800 2.183  0.2338
H 3.170 -1.726 0.556  0.2929
H 1.588 -1.091 1.154  0.1116
H 2.817 -0.087 0.390  0.1690
O -2.872 -0.898 -0.487  -0.6930
H -3.496 -1.586 -0.646  0.2888
H -2.618 -0.400 -1.322  0.3428
O 0.386 2.170 -0.529  -0.7439
H -0.246 1.702 0.123  0.4213
H 1.132 2.528 0.054  0.3007
O -0.968 0.205 -2.046  -0.6341
H -0.472 0.979 -1.643  0.3805
H -0.296 -0.360 -2.419  0.2970
O -1.310 0.532 1.258  -0.7085
H -1.861 0.009 0.565  0.4398
H -0.885 -0.203 1.641  0.2971

=====

B) Formula: CH12O4
Source: the Open Molecules 2025 dataset
Level of theory: the ωB97M-V functional and the def2-TZVPD basis

Computed properties:
Orbital gap in eV: 11.551
HOMO level in eV: -11.2
Lowest unoccupied orbital energy in eV: 0.338
SMILES: C.O.O.O.O

Each line ends with the Mulliken charge.
CARTESIAN COORDINATES (ANGSTROEM)
C -1.701 2.053 2.203  -0.8967
H -1.217 3.019 2.245  0.2460
H -1.644 1.563 3.165  0.2418
H -2.784 2.298 2.172  0.2401
H -1.371 1.602 1.275  0.1700
O -2.724 -0.366 -2.657  -0.6321
H -3.187 -0.144 -3.472  0.3070
H -3.401 -0.218 -1.981  0.3193
O 4.365 0.001 0.918  -0.6329
H 4.069 -0.608 1.600  0.3064
H 3.610 0.211 0.365  0.3252
O 1.807 -3.361 -0.083  -0.6214
H 1.565 -2.508 0.287  0.3015
H 2.479 -3.751 0.505  0.3171
O 0.355 -0.167 -2.013  -0.6159
H -0.603 -0.271 -1.949  0.3249
H 0.381 0.646 -2.581  0.3000

=====

A) is favored, and the nearest alternative lies 0.0072 hartree above it.

=====

A) Formula: C5H8NS
Source: the Open Molecules 2025 dataset
Level of theory: the ωB97M-V functional and the def2-TZVPD basis

Computed properties:
Orbital gap (spin up / spin down) in eV: 6.403 / 6.405
HOMO level (spin up / spin down) in eV: -12.4 / -12.4
Lowest unoccupied orbital energy (spin up / spin down) in eV: -5.976 / -5.975
Total charge: +1

Each line ends with the Mulliken charge.
CARTESIAN COORDINATES (ANGSTROEM)
C -1.664 0.109 -0.758  0.1065
C -0.901 1.305 -0.796  -0.3720
C 0.196 1.309 0.398  -0.8367
C -0.732 -2.057 0.067  -0.6530
C 0.937 0.102 0.644  -0.1297
N -1.367 -1.003 -0.411  -0.0566
S 2.231 -0.320 -0.425  0.0102
H -0.392 1.368 -1.750  0.3013
H -1.402 2.261 -0.798  0.3593
H 0.921 2.075 0.114  0.3838
H -0.214 1.658 1.318  0.3498
H -0.008 -2.590 -0.499  0.3704
H -0.817 -2.293 1.106  0.4374
H 0.592 -0.603 1.438  0.5212
H 2.621 -1.321 0.351  0.2081

=====

B) Formula: C5H8NS
Source: the Open Molecules 2025 dataset
Level of theory: the ωB97M-V functional and the def2-TZVPD basis

Computed properties:
Orbital gap in eV: 8.347
HOMO level in eV: -13.1
Lowest unoccupied orbital energy in eV: -4.768
Total charge: +1

Each line ends with the Mulliken charge.
CARTESIAN COORDINATES (ANGSTROEM)
C -1.971 1.274 0.503  0.0329
C -2.859 0.579 -0.220  -0.3518
C -2.227 -0.753 -0.075  -0.1554
C 2.689 -0.460 0.603  -0.8408
C 0.664 0.381 -0.964  -0.2675
N -1.189 0.228 0.107  -0.1637
S 1.832 1.026 0.020  0.1734
H -1.721 2.257 0.836  0.3761
H -2.512 -1.285 0.829  0.2543
H -2.147 -1.403 -0.943  0.2883
H 3.154 -0.954 -0.247  0.3332
H 1.986 -1.122 1.099  0.3101
H 3.455 -0.142 1.303  0.3513
H 0.662 -0.672 -1.187  0.3371
H 0.184 1.045 -1.664  0.3226

=====

A) is favored, and the nearest alternative lies 0.0586 hartree above it.

=====

A) Formula: C5H8NS
Source: the Open Molecules 2025 dataset
Level of theory: the ωB97M-V functional and the def2-TZVPD basis

Computed properties:
Orbital gap in eV: 7.207
HOMO level in eV: -12.2
Lowest unoccupied orbital energy in eV: -4.956
Total charge: +1

Each line ends with the Mulliken charge.
CARTESIAN COORDINATES (ANGSTROEM)
C -0.112 1.948 -0.077  -0.8208
C -0.167 1.090 -1.158  -0.3887
C 0.264 -0.346 -1.093  0.1369
C 0.969 -0.771 0.195  -0.8079
N -0.008 -0.991 1.247  -0.0690
C -1.200 -1.253 0.834  0.0171
S -1.348 -1.220 -0.882  -0.0120
H -1.060 2.244 0.365  0.2862
H 0.819 2.370 0.291  0.3428
H -0.531 1.464 -2.113  0.4144
H 0.905 -0.692 -1.903  0.5008
H 1.526 0.123 0.505  0.3318
H 1.757 -1.519 0.134  0.3776
H 0.262 -0.978 2.224  0.2604
H -2.076 -1.469 1.430  0.4304

=====

B) Formula: C5H8NS
Source: the Open Molecules 2025 dataset
Level of theory: the ωB97M-V functional and the def2-TZVPD basis

Computed properties:
Orbital gap (spin up / spin down) in eV: 7.830 / 7.830
HOMO level (spin up / spin down) in eV: -12.9 / -12.9
Lowest unoccupied orbital energy (spin up / spin down) in eV: -5.119 / -5.119
Total charge: +1
SMILES: C=[N+]1C=C(C)SC1

Each line ends with the Mulliken charge.
CARTESIAN COORDINATES (ANGSTROEM)
C -1.178 -1.316 1.607  -0.1411
N -0.390 -0.689 0.837  0.1135
C -0.666 -0.054 -0.319  -0.5377
C 0.331 0.622 -0.912  0.6814
C 0.388 1.374 -2.175  -1.2259
S 1.758 0.533 0.046  -0.0807
C 0.978 -0.466 1.275  -0.5021
H -0.709 -1.786 2.433  0.3060
H -2.309 -1.223 1.445  0.2381
H -1.765 -0.214 -0.690  0.2579
H -0.541 1.401 -2.746  0.3434
H 0.982 0.781 -2.835  0.3529
H 0.693 2.337 -1.716  0.3587
H 1.032 0.136 2.233  0.3858
H 1.396 -1.438 1.518  0.4500

=====

B) is favored, and the nearest alternative lies 0.0591 hartree above it.